(1)
This record from OMol25 describes C3H7NO in the gas phase. The level of theory is the ωB97M-V functional and the def2-TZVPD basis.

Structure (ORCA input):
```
! RIJCOSX wB97M-V def2-TZVPD def2/J DEFGRID3
* xyz 0 1
C 2.28 0.16 -0.02
C 0.77 0.27 0.02
N 0.08 -0.77 0.10
O -1.26 -0.71 -0.09
C -1.84 0.63 0.04
H 2.50 -0.61 -0.79
H 2.65 1.14 -0.41
H 2.76 0.00 1.06
H 0.38 1.28 -0.16
H -1.39 1.17 0.87
H -1.67 1.23 -0.86
H -2.94 0.51 0.14
*
```

## Properties
Energy above the lowest of the compared OMol25 structures with the same formula, charge and spin = 78.4 kcal/mol
LUMO = 0.96 eV
SMILES string = C/C=N/OC

(2)
This record from OMol25 describes C3H7NO in the gas phase. The level of theory is the ωB97M-V functional and the def2-TZVPD basis.

Structure (ORCA input):
```
! RIJCOSX wB97M-V def2-TZVPD def2/J DEFGRID3
* xyz 0 1
C 1.22 0.07 0.47
C -0.12 -0.32 -0.11
N -1.21 -0.13 0.83
C -0.43 0.55 -1.33
O -0.60 0.09 -2.43
H 2.00 0.12 -0.29
H 1.53 -0.74 1.15
H 1.24 1.01 1.01
H -0.03 -1.33 -0.50
H -0.95 -0.39 1.77
H -2.07 -0.56 0.51
H -0.57 1.62 -1.09
*
```

## Properties
Energy above the lowest of the compared OMol25 structures with the same formula, charge and spin = 26.5 kcal/mol
LUMO = 1.05 eV
SMILES string = C[C@@H](N)C=O

(3)
This record from OMol25 describes C3H7NO in the gas phase. The level of theory is the ωB97M-V functional and the def2-TZVPD basis.

Structure (ORCA input):
```
! RIJCOSX wB97M-V def2-TZVPD def2/J DEFGRID3
* xyz 0 1
O 1.54 0.47 0.86
C 1.18 -0.60 0.03
C -0.22 -0.38 -0.58
C -1.19 0.04 0.39
N -0.53 1.04 -0.60
H 1.18 1.25 0.40
H 1.11 -1.50 0.66
H 1.94 -0.79 -0.74
H -0.50 -1.08 -1.37
H -0.91 0.24 1.41
H -2.23 -0.22 0.17
H -1.46 1.43 -0.55
*
```

## Properties
Energy above the lowest of the compared OMol25 structures with the same formula, charge and spin = 78.8 kcal/mol
LUMO = 1.05 eV
SMILES string = OC[C@H]1CN1

(4)
This record from OMol25 describes C3H7NO in the gas phase. The level of theory is the ωB97M-V functional and the def2-TZVPD basis.

Structure (ORCA input):
```
! RIJCOSX wB97M-V def2-TZVPD def2/J DEFGRID3
* xyz 0 1
C -0.34 -0.18 2.24
N 0.40 -0.30 1.01
C -0.08 0.51 -0.07
C 0.32 -0.13 -1.40
O -0.31 0.03 -2.41
H -0.08 0.69 2.86
H -1.40 -0.12 2.04
H -0.17 -1.07 2.85
H 1.40 -0.19 1.12
H 0.27 1.55 -0.14
H -1.15 0.46 -0.05
H 1.24 -0.73 -1.40
*
```

## Properties
Energy above the lowest of the compared OMol25 structures with the same formula, charge and spin = 37.4 kcal/mol
LUMO = 1.02 eV
SMILES string = CNCC=O

What did we get for maximum force? Answer: 2.721 0.852 2.483 1.226 eV/A, in the order shown.
What did we get for E? Answer: -248.40156 -248.48425 -248.40099 -248.46694 Ha, in the order shown.
What did we get for HOMO-LUMO gap? Answer: 10.59 10.53 10.83 10.11 eV, in the order shown.